Density functional theory data (ωB97M-V/def2-TZVPD) for a 8-piece molecular cluster, C40H92Cl4O18 overall at a distorted geometry.

Values from the calculation:
**M**: 1002.97 u
**SMILES string**: COCCOCCOC.COCCOCCOC.COCCOCCOC.COCCOCCOC.COCCOCCOC.COCCOCCOC.ClCCCl.ClCCCl
**E_tot**: -129905.5922 eV
**HOMO-LUMO gap**: 9.770 eV
**Total charge**: 0

Last column: Löwdin charge in e.
Cartesian coordinates (Å):
C: -2.04 2.26 2.24  -0.1055
O: -3.24 2.24 2.98  -0.1581
C: -3.81 3.51 3.25  -0.2289
C: -4.04 4.39 2.13  -0.2312
O: -4.86 3.80 1.13  -0.1101
C: -5.01 4.56 -0.04  -0.1896
C: -5.75 3.71 -1.06  -0.2336
O: -7.12 3.65 -0.78  -0.1678
C: -7.80 2.82 -1.69  -0.1064
H: -1.49 1.31 2.44  0.0572
H: -1.34 2.99 2.65  0.0667
H: -2.21 2.41 1.18  0.0833
H: -3.20 4.08 4.01  0.1448
H: -4.73 3.31 3.77  0.1263
H: -3.09 4.68 1.61  0.1291
H: -4.47 5.29 2.59  0.1372
H: -4.00 4.65 -0.45  0.1053
H: -5.42 5.57 0.07  0.1357
H: -5.28 2.72 -1.05  0.1207
H: -5.58 4.06 -2.09  0.1297
H: -7.83 3.25 -2.70  0.0898
H: -8.84 2.72 -1.38  0.0871
H: -7.28 1.86 -1.67  0.0840
C: 0.65 -1.42 -4.87  -0.1075
O: 0.22 -0.24 -4.28  -0.2232
C: -0.01 0.89 -5.10  -0.1809
C: 1.22 1.57 -5.71  -0.1733
O: 2.10 2.08 -4.75  -0.1167
C: 2.89 1.27 -3.97  -0.2134
C: 4.06 2.09 -3.47  -0.2081
O: 5.06 2.32 -4.42  -0.1591
C: 5.96 1.27 -4.63  -0.1148
H: 1.63 -1.44 -5.32  0.0654
H: -0.02 -1.64 -5.74  0.1033
H: 0.52 -2.20 -4.11  0.0829
H: -0.60 1.60 -4.53  0.0866
H: -0.65 0.53 -5.94  0.1325
H: 0.94 2.51 -6.22  0.1384
H: 1.71 0.96 -6.49  0.1286
H: 3.35 0.48 -4.59  0.1170
H: 2.37 0.81 -3.13  0.1167
H: 4.50 1.59 -2.58  0.1243
H: 3.57 3.03 -3.10  0.1365
H: 6.63 1.58 -5.48  0.1056
H: 5.43 0.38 -4.98  0.0578
H: 6.54 0.93 -3.77  0.0922
C: 1.20 7.31 1.95  -0.0950
O: 1.81 6.16 2.55  -0.1960
C: 1.75 6.30 3.93  -0.2408
C: 2.46 5.17 4.67  -0.1829
O: 1.67 4.02 4.76  -0.1070
C: 1.45 3.42 3.49  -0.1833
C: 1.52 1.92 3.68  -0.1877
O: 2.84 1.46 4.04  -0.1873
C: 2.96 0.10 4.37  -0.1254
H: 1.82 8.22 1.98  0.0902
H: 0.20 7.55 2.33  0.0912
H: 1.08 7.18 0.87  0.0798
H: 0.73 6.39 4.27  0.1258
H: 2.25 7.22 4.23  0.1249
H: 2.64 5.51 5.66  0.1190
H: 3.42 5.01 4.15  0.1397
H: 2.22 3.71 2.80  0.0991
H: 0.48 3.70 3.11  0.1076
H: 1.21 1.45 2.77  0.0707
H: 0.77 1.66 4.46  0.1422
H: 4.06 -0.11 4.45  0.1038
H: 2.55 -0.63 3.66  0.0739
H: 2.47 -0.13 5.33  0.0879
C: -3.80 -4.39 0.30  -0.0764
O: -3.56 -3.71 -0.94  -0.2157
C: -4.70 -3.10 -1.46  -0.2371
C: -4.49 -2.74 -2.95  -0.1597
O: -3.49 -1.73 -3.17  -0.1406
C: -3.70 -0.52 -2.44  -0.2013
C: -2.99 0.60 -3.17  -0.2281
O: -2.91 1.58 -2.20  -0.2091
C: -2.30 2.81 -2.61  -0.0699
H: -4.10 -3.63 1.09  0.1122
H: -2.87 -4.89 0.67  0.0700
H: -4.50 -5.19 0.12  0.0858
H: -5.09 -2.18 -0.99  0.1186
H: -5.57 -3.83 -1.35  0.1416
H: -5.52 -2.49 -3.29  0.1310
H: -4.07 -3.57 -3.51  0.1208
H: -3.30 -0.57 -1.41  0.1260
H: -4.76 -0.27 -2.29  0.1274
H: -3.50 0.93 -4.07  0.1314
H: -1.95 0.10 -3.47  0.1455
H: -1.26 2.61 -2.94  0.0838
H: -2.27 3.53 -1.78  0.0773
H: -2.89 3.26 -3.41  0.0907
C: 4.55 -2.21 -3.81  -0.1146
O: 4.64 -1.52 -2.58  -0.1876
C: 3.51 -1.86 -1.71  -0.2085
C: 3.50 -1.06 -0.41  -0.1482
O: 2.99 0.32 -0.55  -0.1886
C: 3.34 1.27 0.43  -0.1968
C: 2.82 2.66 0.14  -0.1818
O: 1.38 2.66 0.09  -0.1924
C: 0.80 3.95 -0.08  -0.0984
H: 5.38 -1.90 -4.44  0.0820
H: 3.61 -2.02 -4.31  0.0578
H: 4.65 -3.28 -3.58  0.0942
H: 3.44 -2.93 -1.39  0.1164
H: 2.58 -1.58 -2.20  0.0734
H: 4.47 -0.95 0.10  0.1283
H: 2.78 -1.55 0.29  0.1011
H: 4.44 1.39 0.47  0.1384
H: 2.96 1.02 1.46  0.1179
H: 3.18 2.90 -0.84  0.1018
H: 3.26 3.33 0.86  0.1199
H: 1.34 4.67 0.56  0.0629
H: -0.25 3.99 0.24  0.0786
H: 0.87 4.31 -1.13  0.0975
C: -1.45 -2.55 3.53  -0.0998
O: -1.26 -3.97 3.45  -0.1716
C: -0.50 -4.34 2.34  -0.2392
C: 0.13 -5.69 2.72  -0.1619
O: 1.23 -5.31 3.56  -0.1463
C: 1.97 -6.45 4.03  -0.1701
C: 3.12 -6.10 5.03  -0.1997
O: 2.66 -5.99 6.34  -0.1784
C: 3.61 -5.63 7.31  -0.1178
H: -1.94 -2.39 4.51  0.0921
H: -2.16 -2.13 2.82  0.0697
H: -0.50 -1.99 3.51  0.0696
H: 0.34 -3.64 2.16  0.1114
H: -1.09 -4.35 1.40  0.0856
H: 0.57 -6.24 1.86  0.1254
H: -0.62 -6.34 3.21  0.1304
H: 2.47 -6.90 3.19  0.1116
H: 1.28 -7.17 4.47  0.1280
H: 3.52 -5.12 4.71  0.1303
H: 3.93 -6.83 4.97  0.1198
H: 4.35 -6.41 7.52  0.0891
H: 3.10 -5.47 8.24  0.0811
H: 4.11 -4.71 7.08  0.0753
Cl: 1.44 -6.84 -1.69  0.5442
C: 0.05 -6.24 -2.60  -0.6865
C: -1.14 -6.00 -1.67  -0.7355
Cl: -1.79 -7.52 -1.13  0.5944
H: -0.18 -7.00 -3.38  0.0738
H: 0.45 -5.41 -3.13  0.0323
H: -1.87 -5.32 -2.13  0.0736
H: -0.79 -5.49 -0.78  0.0017
Cl: 0.63 -3.12 -1.02  0.6412
C: -0.70 -1.87 -1.22  -0.5435
C: -0.21 -0.48 -0.79  -0.6321
Cl: -0.02 -0.48 0.93  0.6877
H: -1.51 -2.21 -0.58  0.0427
H: -0.98 -1.95 -2.26  0.0464
H: -0.86 0.35 -1.10  0.0712
H: 0.81 -0.25 -1.23  0.0694